No. 1
The following is a DFT calculation (wB97M-V/def2-TZVPD) of a cluster of 7 separate species, C6H28N2O6 in total at a distorted geometry.

Last column: natural (NBO) charge in e.
Geometry (Å):
1 C -0.11737 2.53512 -0.96835  -0.625
2 C -0.84119 1.64472 0.01503  -0.273
3 N 0.08896 0.61939 0.51333  -0.450
4 C -0.81034 -2.43059 -1.77217  -0.641
5 C -1.06211 -1.07527 -1.14331  -0.408
6 C 0.10588 -0.66535 -0.19087  -0.023
7 C 0.50221 -1.79796 0.82300  -0.269
8 N 1.65592 -1.46608 1.57514  -0.526
9 H -0.81231 3.33317 -1.23733  0.236
10 H 0.72622 3.08260 -0.56082  0.223
11 H 0.21346 2.00037 -1.85614  0.221
12 H -1.32412 2.23082 0.80177  0.234
13 H -1.78359 1.31011 -0.43416  0.225
14 H -0.04377 0.48690 1.50964  0.410
15 H -1.40042 -2.49647 -2.68938  0.246
16 H -1.18091 -3.24893 -1.15022  0.214
17 H 0.20435 -2.68731 -2.07767  0.236
18 H -1.04869 -0.27252 -1.87486  0.254
19 H -1.96483 -1.10419 -0.53752  0.176
20 H 0.97050 -0.66356 -0.86857  0.205
21 H -0.30517 -2.22524 1.41780  0.223
22 H 0.77746 -2.63212 0.18348  0.266
23 H 1.40869 -0.98244 2.42970  0.417
24 H 2.35222 -0.90971 1.08056  0.399
25 H -2.77246 -0.43051 1.09777  0.465
26 H -4.04322 -0.32599 1.79188  0.500
27 O -3.14567 0.01932 1.87195  -0.933
28 H 0.54152 0.56897 3.91583  0.494
29 H 1.68858 0.86999 4.81353  0.489
30 O 1.51311 0.50675 3.95151  -0.987
31 H 2.28311 1.17451 -0.70516  0.460
32 H 3.56153 1.69503 -0.08144  0.486
33 O 3.21558 1.31838 -0.89952  -0.941
34 H -1.86993 -0.28810 2.97162  0.501
35 H -1.10795 -1.10776 3.95419  0.480
36 O -1.14001 -0.19916 3.62268  -0.989
37 H 2.71801 -0.41931 -2.15772  0.461
38 H 4.04190 -0.91945 -2.71976  0.483
39 O 3.09971 -1.10870 -2.70136  -0.943
40 H -1.00247 2.39928 -4.12894  0.476
41 H -2.39405 2.01121 -3.78954  0.474
42 O -1.49834 1.65007 -3.79563  -0.945

Forces on atoms 1 to 2 (eV/Å):
C -0.289 0.843 -0.201
C -0.183 0.841 0.075

Energy above the lowest of the compared OMol25 structures with the same formula, charge and spin in kcal per mole: 0.0
M in g mol⁻¹: 224.3
Total charge: +1
Largest force on an atom in eV/A: 2.4
HOMO (alpha / beta) in hartree: -0.51024 / -0.48028
2S+1: 2

***

No. 2
The following is a DFT calculation (wB97M-V/def2-TZVPD) of a cluster of 2 separate species, C4H11ClSi2 in total at a distorted geometry.

Last column: natural (NBO) charge in e.
Geometry (Å):
1 Si 1.70530 -2.07895 0.26828  0.826
2 C 0.53869 -0.55368 0.15780  -0.376
3 C 0.11675 0.33342 1.04786  -0.186
4 C -0.69845 1.11879 -0.00857  -0.648
5 Si -2.51625 0.82939 0.24514  0.877
6 C -0.14497 0.12103 -1.01971  -0.432
7 H 2.11501 -2.12735 1.67035  -0.165
8 H 2.93178 -1.75502 -0.56646  -0.147
9 H 0.94241 -3.37674 -0.06192  -0.142
10 H 0.35132 0.26652 2.06925  0.211
11 H -0.31341 2.06248 -0.00448  0.223
12 H -3.16551 1.40340 1.42936  -0.154
13 H -2.65701 -0.72176 0.01471  -0.147
14 H -3.01320 1.46130 -0.99618  -0.177
15 H -0.96074 -0.60747 -1.41206  0.210
16 H 0.42028 0.45297 -1.85266  0.223
17 Cl 2.81530 1.74787 -0.09673  -0.284
18 H 1.89021 2.70522 -0.47201  0.288

Forces on atoms 1 to 2 (eV/Å):
Si -0.890 0.769 -0.344
C 1.367 -1.533 -1.037

SMILES string: [SiH3]C1=C[C@H]([SiH3])C1.Cl
Energy above the lowest of the compared OMol25 structures with the same formula, charge and spin in kcal per mole: 7.9
M in g mol⁻¹: 150.8
Largest force on an atom in eV/A: 3.3
HOMO in hartree: -0.33727
2S+1: 1

***

No. 3
The following is a DFT calculation (wB97M-V/def2-TZVPD) of a structure of composition C19H35AlBrF12N7O11S3Si2 at a distorted geometry.

Last column: Löwdin charge in e.
Geometry (Å):
1 O 8.74875 -2.42469 0.63949  0.085
2 N 8.09812 -1.78098 1.41013  -0.014
3 O 7.78146 -0.62718 0.74615  -0.124
4 C 7.76652 0.51734 1.62157  -0.121
5 N 6.68719 0.44535 2.67481  0.101
6 C 5.42089 0.08795 2.42408  -0.207
7 N 4.85659 -0.32283 1.16927  0.049
8 C 3.42697 -0.61604 1.46089  -0.220
9 C 2.42763 -1.08724 0.28355  -0.221
10 C 0.93701 -1.13211 0.86598  -0.123
11 C 0.63892 -2.34263 1.88538  -0.064
12 C 1.52926 -3.63759 1.67692  -0.403
13 O 1.99159 -4.18003 2.71796  0.029
14 O 1.80393 -4.25126 0.44736  0.068
15 N 3.15733 -0.37075 2.85914  0.078
16 N 4.33893 0.04480 3.41141  -0.127
17 S 4.31035 0.44732 5.08220  0.841
18 O 3.57057 1.76154 5.18805  -0.274
19 O 5.65873 0.62897 5.70623  -0.281
20 C 3.34429 -0.75067 6.15092  -0.310
21 F 1.96541 -0.80727 5.76785  0.049
22 F 3.81169 -2.08291 6.06857  0.061
23 C 3.31056 -0.32715 7.71840  -0.369
24 F 4.57395 -0.30912 8.30586  0.123
25 F 2.70399 0.91997 7.91417  0.119
26 F 2.53587 -1.24900 8.46807  0.111
27 H 7.62962 1.50513 1.07844  0.157
28 H 8.77656 0.56805 2.16256  0.156
29 H 7.00713 0.69907 3.62716  0.154
30 H 2.76256 -2.02913 -0.26891  0.126
31 H 2.43142 -0.21981 -0.52244  -0.041
32 H 0.17812 -1.13376 0.01681  0.119
33 H 0.80000 -0.16279 1.47404  0.133
34 H 0.67415 -2.03087 2.98781  0.121
35 H -0.45349 -2.66058 1.70496  0.141
36 H 2.11287 -5.17722 0.61309  0.148
37 H 2.21995 -0.49142 3.25113  0.149
38 C -2.37896 -2.60094 -0.91447  -0.196
39 Si -3.82385 -1.95493 -1.93233  0.350
40 C -5.38392 -2.68533 -1.18968  -0.159
41 C -3.61175 -2.62330 -3.67364  -0.134
42 N -3.79915 -0.21465 -1.87319  -0.016
43 Si -4.99267 0.75912 -2.69673  0.349
44 C -6.73623 0.45750 -2.07125  -0.170
45 C -4.96720 0.51179 -4.55679  -0.146
46 C -4.59930 2.57307 -2.37719  -0.183
47 H -2.37166 -3.71321 -0.93771  -0.029
48 H -1.42863 -2.24051 -1.32289  0.014
49 H -2.46127 -2.27077 0.12585  0.014
50 H -5.25466 -3.76109 -1.04187  0.047
51 H -6.24750 -2.54686 -1.84281  0.019
52 H -5.60426 -2.23438 -0.21918  0.034
53 H -2.77641 -2.13670 -4.18249  0.038
54 H -4.51401 -2.48518 -4.27167  0.024
55 H -3.40479 -3.69659 -3.63221  0.050
56 H -7.12663 -0.50448 -2.40800  0.019
57 H -7.40745 1.23254 -2.45087  0.039
58 H -6.77168 0.48660 -0.97965  0.035
59 H -3.94841 0.57021 -4.94665  0.041
60 H -5.55946 1.29251 -5.04178  0.047
61 H -5.39641 -0.44968 -4.84340  0.022
62 H -3.60397 2.82424 -2.75139  0.031
63 H -4.63605 2.79382 -1.30718  0.030
64 H -5.32654 3.21155 -2.88538  0.018
65 C -3.19103 8.06995 -7.99928  -0.652
66 F -2.25152 8.07142 -8.96074  0.126
67 F -3.01543 9.19974 -7.28435  0.126
68 F -4.37877 8.20021 -8.61793  0.134
69 S -3.12376 6.57610 -6.95268  0.607
70 O -1.78679 6.61648 -6.33892  -0.541
71 O -3.33704 5.47825 -7.87002  -0.263
72 N -4.32907 6.94796 -6.00436  -0.251
73 S -4.62220 5.83830 -4.90001  0.595
74 O -3.62453 5.69464 -3.85795  -0.280
75 O -5.19108 4.59377 -5.37863  -0.281
76 C -6.01438 6.69620 -4.08740  -0.653
77 F -7.03592 6.92650 -4.93789  0.121
78 F -5.65520 7.90243 -3.60149  0.119
79 F -6.52111 5.99979 -3.05506  0.129
80 Al 4.05299 -0.07646 -0.69544  0.684
81 C 5.43996 -4.80962 6.84650  -0.091
82 C 5.47527 -6.00407 5.91291  -0.322
83 O 4.18715 -6.59992 5.82516  -0.080
84 H 5.11067 -5.11180 7.84370  0.082
85 H 6.42693 -4.34678 6.92593  0.076
86 H 4.72894 -4.06186 6.48917  0.041
87 H 6.17074 -6.75902 6.28451  0.113
88 H 5.79361 -5.70575 4.90844  0.105
89 H 3.57810 -5.93073 5.48695  0.079
90 Br 0.19929 5.81245 -7.24193  0.457
91 F -2.48834 -5.23295 -1.30365  -0.591

Forces on atoms 1 to 2 (eV/Å):
O -1.481 0.238 2.048
N 2.358 -1.919 -1.789

M in g mol⁻¹: 1024.8
Largest force on an atom in eV/A: 7.1
HOMO in hartree: -0.22948
2S+1: 1

***

No. 4
The following is a DFT calculation (wB97M-V/def2-TZVPD) of the molecule C6H7NO.

Last column: natural (NBO) charge in e.
Geometry (Å):
1 C -2.62182 1.36360 0.24701  -0.690
2 C -1.30516 0.77340 0.22720  0.077
3 C -0.21266 0.28230 0.17374  -0.085
4 C 1.11848 -0.33134 0.18574  0.098
5 C 1.18085 -1.47597 -0.84337  -0.594
6 O 1.48680 -0.77411 1.48247  -0.673
7 C 2.06226 0.71190 -0.21147  0.277
8 N 2.77252 1.53650 -0.55554  -0.288
9 H -2.65751 2.16132 0.98776  0.243
10 H -2.85168 1.77865 -0.73346  0.244
11 H -3.36742 0.60988 0.49800  0.240
12 H 2.17280 -1.92280 -0.82992  0.229
13 H 0.44153 -2.23457 -0.58954  0.217
14 H 0.97013 -1.09680 -1.84046  0.229
15 H 0.81089 -1.38195 1.80183  0.478

Forces on atoms 1 to 2 (eV/Å):
C -0.254 0.146 0.055
C 0.563 -0.336 -0.146

SMILES string: CC#C[C@](C)(O)C#N
Energy above the lowest of the compared OMol25 structures with the same formula, charge and spin in kcal per mole: 45.5
M in g mol⁻¹: 109.1
Largest force on an atom in eV/A: 0.7
HOMO in hartree: -0.37816
2S+1: 1

***

| no. | DFT total energy (a.u.) |
| --- | --- |
| 1 | -806.02334 |
| 2 | -1198.05173 |
| 3 | -7743.50413 |
| 4 | -362.74098 |